The following is a DFT calculation (the ωB97M-V functional and the def2-TZVPD basis) of a 2-piece molecular cluster, C3O3S overall in a non-equilibrium geometry.

```
7
Properties=species:S:1:pos:R:3
O -0.604 1.328 0.987
C -0.771 0.280 0.481
C -1.643 -0.621 0.013
O -1.799 -1.688 -0.456
O 1.760 1.110 -0.976
C 2.012 0.178 -0.343
S 2.360 -1.070 0.488
```

Values from the calculation:
- Gap between HOMO and LUMO (alpha / beta): 7.427 / 7.434 eV
- Net charge: 0
- SMILES: O=C=C=O.O=C=S
- Energy relative to the best compared isomer or geometry (same formula, charge and spin): 0.0 kJ/mol
- HOMO (alpha / beta): -9.123 / -9.125 eV

***

The following is a DFT calculation (the ωB97M-V functional and the def2-TZVPD basis) of a 11-piece molecular cluster, C40H100O27P4 overall in a non-equilibrium geometry.

```
171
Properties=species:S:1:pos:R:3
C -1.201 3.881 35.281
O -0.771 2.676 35.900
P -0.073 1.556 34.981
O 0.102 0.256 35.675
O -1.005 1.447 33.611
C -0.617 0.847 32.399
O 1.303 2.346 34.466
C 2.609 1.852 34.610
H -2.153 3.830 34.753
H -0.422 4.299 34.643
H -1.431 4.644 36.024
H -0.974 1.348 31.499
H -1.188 -0.064 32.577
H 0.443 0.633 32.269
H 3.057 2.608 35.255
H 3.325 1.863 33.788
H 2.749 0.950 35.205
C 10.300 6.149 27.492
O 9.433 5.117 27.025
P 7.854 4.915 27.437
O 7.128 3.776 26.765
O 7.173 6.330 27.123
C 6.749 6.696 25.847
O 7.812 4.920 29.068
C 6.670 5.190 29.747
H 11.365 5.921 27.442
H 10.026 6.319 28.533
H 10.000 7.048 26.953
H 5.809 6.159 25.717
H 7.505 6.263 25.191
H 6.688 7.731 25.509
H 5.925 5.590 29.059
H 6.859 5.948 30.507
H 6.441 4.200 30.140
C 2.312 4.473 31.707
O 2.985 5.639 31.968
P 2.872 6.360 33.468
O 1.508 6.447 34.026
O 3.420 7.851 33.140
C 4.674 7.990 32.537
O 4.058 5.694 34.414
C 4.581 6.338 35.568
H 2.581 3.890 30.826
H 1.231 4.615 31.698
H 2.540 3.891 32.600
H 5.514 8.233 33.188
H 4.505 8.800 31.828
H 5.021 7.088 32.032
H 4.518 5.718 36.462
H 3.956 7.215 35.737
H 5.596 6.684 35.376
C -1.415 -2.775 27.682
O -1.202 -4.154 27.449
P -2.524 -5.137 27.387
O -3.775 -4.441 27.553
O -2.209 -6.312 28.373
C -2.421 -6.253 29.778
O -2.475 -5.890 25.951
C -1.308 -6.457 25.372
H -0.730 -2.539 28.497
H -2.455 -2.517 27.885
H -1.086 -2.284 26.767
H -2.988 -7.110 30.144
H -2.997 -5.379 30.081
H -1.528 -6.312 30.400
H -1.087 -5.997 24.408
H -1.457 -7.527 25.230
H -0.491 -6.474 26.093
C -1.909 3.886 28.998
C -1.488 2.496 28.496
C -2.496 2.217 27.389
O -3.645 2.743 28.009
C -3.381 3.915 28.732
H -1.368 4.647 28.435
H -1.636 4.005 30.047
H -1.657 1.847 29.356
H -0.470 2.604 28.120
H -2.588 1.141 27.243
H -2.302 2.678 26.420
H -3.909 4.017 29.680
H -3.641 4.718 28.042
C 2.142 -3.191 31.135
C 2.079 -3.830 32.497
C 0.955 -2.967 33.268
O 0.432 -2.007 32.321
C 0.844 -2.401 31.026
H 2.153 -3.867 30.281
H 2.951 -2.466 31.048
H 3.009 -3.850 33.066
H 1.938 -4.896 32.319
H 1.446 -2.490 34.117
H 0.157 -3.647 33.565
H 0.765 -1.481 30.447
H 0.180 -3.027 30.430
C 6.191 -0.785 27.794
C 6.491 -2.003 27.008
C 7.291 -1.476 25.859
O 6.638 -0.264 25.557
C 6.111 0.335 26.788
H 7.045 -0.577 28.438
H 5.335 -0.909 28.457
H 5.469 -2.245 26.717
H 7.105 -2.769 27.482
H 7.257 -2.099 24.966
H 8.347 -1.284 26.049
H 5.106 0.731 26.645
H 6.771 1.164 27.044
C 2.956 1.305 21.834
O 2.757 2.449 22.698
C 3.457 2.325 23.978
C 3.455 3.580 24.797
O 2.212 3.936 25.407
C 1.038 3.783 24.664
H 2.105 1.356 21.154
H 2.797 0.373 22.377
H 3.847 1.133 21.230
H 4.500 2.074 23.782
H 2.995 1.459 24.452
H 3.730 4.332 24.057
H 4.247 3.725 25.532
H 0.078 3.982 25.138
H 0.914 2.769 24.283
H 1.033 4.487 23.832
C 2.121 -2.050 27.482
O 2.239 -1.044 28.406
C 1.785 0.217 27.958
C 2.204 1.190 29.042
O 3.493 1.676 29.086
C 3.672 2.803 28.230
H 2.976 -1.951 26.814
H 1.146 -2.092 26.995
H 2.316 -2.947 28.069
H 0.699 0.151 27.889
H 2.287 0.593 27.067
H 2.075 0.653 29.981
H 1.466 1.974 29.210
H 4.592 3.144 28.707
H 3.040 3.688 28.308
H 3.876 2.517 27.199
C 7.622 5.524 33.322
O 6.755 4.553 32.812
C 7.243 3.238 32.695
C 6.206 2.115 32.474
O 6.639 0.834 32.077
C 6.928 0.823 30.709
H 7.950 5.271 34.331
H 7.012 6.412 33.150
H 8.400 5.589 32.562
H 7.791 3.043 33.617
H 8.050 3.185 31.964
H 5.437 2.495 31.801
H 5.733 1.887 33.429
H 7.615 0.020 30.441
H 7.472 1.684 30.322
H 5.963 0.870 30.206
C 4.109 -5.620 28.032
O 5.289 -5.448 27.266
C 6.234 -6.562 27.338
C 5.746 -7.949 26.768
O 5.411 -7.819 25.355
C 5.724 -8.926 24.531
H 3.403 -4.858 27.703
H 4.253 -5.573 29.111
H 3.708 -6.572 27.684
H 6.612 -6.656 28.356
H 7.004 -6.210 26.651
H 4.865 -8.205 27.356
H 6.535 -8.690 26.898
H 5.444 -8.704 23.501
H 5.285 -9.898 24.754
H 6.807 -8.995 24.424
```

Values from the calculation:
- Gap between HOMO and LUMO: 9.536 eV
- Net charge: 0
- SMILES: COP(=O)(OC)OC.COP(=O)(OC)OC.COP(=O)(OC)OC.COP(=O)(OC)OC.C1CCOC1.C1CCOC1.C1CCOC1.COCCOC.COCCOC.COCCOC.COCCOC
- HOMO: -9.182 eV

***

The following is a DFT calculation (the ωB97M-V functional and the def2-TZVPD basis) of a 12-piece molecular cluster, C40H108N4O24 overall in a non-equilibrium geometry.

```
176
Properties=species:S:1:pos:R:3
C 24.940 -8.274 17.104
O 24.388 -9.467 16.608
C 25.275 -10.129 15.709
C 24.470 -11.379 15.226
N 23.284 -10.967 14.423
C 22.154 -11.802 14.758
C 20.910 -11.304 13.960
O 20.081 -10.536 14.826
C 18.822 -10.131 14.354
H 24.649 -7.466 16.433
H 26.000 -8.320 17.353
H 24.432 -8.082 18.050
H 26.189 -10.526 16.151
H 25.553 -9.462 14.893
H 24.155 -11.918 16.120
H 25.153 -11.939 14.587
H 23.080 -10.016 14.695
H 21.906 -11.858 15.818
H 22.369 -12.810 14.403
H 20.303 -12.176 13.716
H 21.186 -10.786 13.042
H 18.050 -10.899 14.387
H 18.745 -9.619 13.395
H 18.432 -9.423 15.085
C 23.144 -6.689 20.476
O 22.014 -6.871 19.656
C 21.150 -5.785 19.234
C 21.844 -5.108 18.035
N 21.213 -5.653 16.799
C 21.365 -7.066 16.580
C 21.312 -7.297 15.021
O 22.327 -6.630 14.314
C 22.286 -6.917 12.928
H 23.892 -6.016 20.058
H 23.595 -7.673 20.602
H 22.919 -6.352 21.488
H 20.959 -5.044 20.011
H 20.173 -6.178 18.950
H 22.924 -5.252 18.003
H 21.602 -4.045 18.016
H 21.584 -5.188 15.983
H 20.559 -7.625 17.055
H 22.294 -7.481 16.968
H 20.315 -7.150 14.603
H 21.496 -8.370 14.988
H 21.307 -6.582 12.586
H 22.416 -7.964 12.655
H 23.032 -6.258 12.483
C 13.509 -5.774 13.599
O 14.473 -4.803 13.233
C 13.970 -3.533 12.799
C 13.887 -2.525 13.889
N 15.194 -2.003 14.241
C 15.071 -0.769 14.991
C 14.739 0.454 14.101
O 15.734 0.591 13.042
C 15.458 1.803 12.346
H 12.870 -5.936 12.731
H 13.167 -5.582 14.616
H 13.942 -6.768 13.709
H 12.993 -3.620 12.323
H 14.575 -3.142 11.981
H 13.470 -3.124 14.698
H 13.113 -1.787 13.678
H 15.758 -1.837 13.420
H 16.029 -0.469 15.416
H 14.317 -0.752 15.778
H 14.645 1.331 14.741
H 13.806 0.472 13.537
H 16.403 2.243 12.029
H 14.926 2.561 12.921
H 14.806 1.548 11.510
C 13.972 -5.268 9.376
O 13.238 -5.127 8.196
C 12.663 -6.303 7.659
C 11.252 -6.455 8.346
N 10.317 -7.338 7.699
C 10.795 -8.689 7.736
C 9.794 -9.765 7.227
O 8.948 -10.109 8.276
C 7.629 -9.548 8.275
H 14.351 -4.253 9.492
H 14.822 -5.900 9.121
H 13.267 -5.492 10.177
H 13.276 -7.200 7.745
H 12.520 -6.148 6.589
H 10.753 -5.505 8.542
H 11.469 -6.630 9.400
H 9.456 -7.386 8.226
H 11.153 -8.960 8.730
H 11.671 -8.905 7.124
H 10.196 -10.737 6.941
H 9.307 -9.456 6.302
H 7.048 -10.015 9.070
H 7.091 -9.780 7.356
H 7.734 -8.473 8.427
O 18.254 0.053 11.899
C 17.774 -1.182 11.459
C 18.702 -1.858 10.401
O 18.028 -3.116 10.107
H 17.542 0.543 12.317
H 17.541 -1.810 12.319
H 16.827 -1.068 10.932
H 19.595 -2.095 10.979
H 18.882 -1.126 9.613
H 17.927 -3.605 10.927
O 16.274 -4.535 5.238
C 16.002 -4.918 6.585
C 17.261 -5.482 7.203
O 18.097 -4.313 7.416
H 17.064 -4.000 5.336
H 15.558 -4.117 7.176
H 15.239 -5.683 6.731
H 17.637 -6.240 6.517
H 17.026 -5.746 8.235
H 17.815 -3.793 8.172
O 15.967 -3.774 16.121
C 17.364 -3.493 16.032
C 18.100 -3.800 17.393
O 18.237 -5.247 17.397
H 15.538 -3.291 15.412
H 17.915 -3.987 15.231
H 17.469 -2.447 15.746
H 17.627 -3.416 18.297
H 19.104 -3.374 17.399
H 19.163 -5.287 17.144
O 19.743 -8.056 10.446
C 20.240 -7.331 9.359
C 21.718 -7.116 9.386
O 22.453 -8.327 9.225
H 19.977 -8.986 10.394
H 19.859 -7.867 8.490
H 19.785 -6.346 9.463
H 22.077 -6.656 10.306
H 21.979 -6.472 8.546
H 21.987 -9.018 9.701
O 20.774 -2.553 15.248
C 20.796 -3.315 14.135
C 21.401 -2.716 12.803
O 22.726 -2.283 12.753
H 20.329 -1.774 14.905
H 21.471 -4.110 14.451
H 19.849 -3.808 13.916
H 20.787 -1.830 12.641
H 21.200 -3.477 12.049
H 23.180 -2.523 13.564
O 17.092 -6.976 15.708
C 16.277 -7.811 16.584
C 15.595 -6.944 17.644
O 14.645 -6.108 17.036
H 17.168 -6.188 16.251
H 15.669 -8.457 15.951
H 16.944 -8.423 17.191
H 16.317 -6.513 18.339
H 15.150 -7.604 18.388
H 15.157 -5.358 16.725
O 17.664 -4.804 12.358
C 17.474 -5.962 11.559
C 17.576 -7.209 12.273
O 16.474 -7.460 13.150
H 17.220 -4.947 13.198
H 16.479 -5.794 11.147
H 18.265 -5.939 10.809
H 18.547 -7.164 12.765
H 17.630 -8.018 11.544
H 16.845 -7.413 14.034
O 12.736 -9.038 11.950
C 13.701 -9.706 12.712
C 13.181 -9.828 14.232
O 11.919 -10.568 14.274
H 11.895 -9.359 12.284
H 13.862 -10.704 12.303
H 14.657 -9.183 12.716
H 12.882 -8.857 14.627
H 13.877 -10.274 14.942
H 11.491 -10.223 15.061
```

Values from the calculation:
- Gap between HOMO and LUMO: 9.183 eV
- Net charge: 0
- SMILES: COCCNCCOC.COCCNCCOC.COCCNCCOC.COCCNCCOC.OCCO.OCCO.OCCO.OCCO.OCCO.OCCO.OCCO.OCCO
- Energy relative to the best compared isomer or geometry (same formula, charge and spin): 376.8 kJ/mol
- HOMO: -8.783 eV

***

Calculated E, -20085.775 -135535.967 -98319.113 eV (same order as the records).